DFT (the ωB97M-V functional and the def2-TZVPD basis) results for 9 unconnected molecules or ions with the total composition C14H39FO11 in a non-equilibrium geometry.

Last columns: bonded neighbours and bond lengths (Å).
Geometry (Å):
1 O -3.974 0.123 1.066  C2 1.210
2 C -2.817 0.419 1.262  O1 1.210, O3 1.368, O7 1.368
3 O -2.115 1.442 0.685  C2 1.368, C4 1.376
4 C -0.781 1.435 1.021  O3 1.376, C5 1.497, H8 1.090, H9 1.090
5 C -0.785 0.589 2.256  C4 1.497, F6 1.369, O7 1.445, H10 1.090
6 F -0.990 1.303 3.406  C5 1.369
7 O -1.906 -0.286 2.000  C2 1.368, C5 1.445
8 H -0.222 1.035 0.175  C4 1.090
9 H -0.375 2.413 1.280  C4 1.090
10 H 0.142 0.022 2.346  C5 1.090
11 C 5.222 2.450 -5.107  C12 1.507, C15 1.500, H16 1.090, H17 1.090
12 C 5.959 1.716 -4.016  C11 1.507, C13 1.487, H18 1.090, H19 1.090
13 C 7.299 2.359 -4.051  C12 1.487, O14 1.445, H20 1.090, H21 1.090
14 O 7.433 2.620 -5.466  C13 1.445, C15 1.461
15 C 6.203 2.471 -6.241  C11 1.500, O14 1.461, H22 1.090, H23 1.090
16 H 5.048 3.507 -4.903  C11 1.090
17 H 4.281 1.941 -5.317  C11 1.090
18 H 6.012 0.658 -4.270  C12 1.090
19 H 5.551 1.820 -3.010  C12 1.090
20 H 8.134 1.760 -3.687  C13 1.090
21 H 7.340 3.280 -3.470  C13 1.090
22 H 6.213 1.483 -6.701  C15 1.090
23 H 5.937 3.184 -7.021  C15 1.090
24 C 4.388 2.368 7.588  O25 1.448, H26 1.090, H27 1.090, H28 1.090
25 O 5.017 1.972 6.344  C24 1.448, H29 0.960
26 H 4.957 2.146 8.491  C24 1.090
27 H 4.261 3.447 7.669  C24 1.090
28 H 3.371 1.988 7.686  C24 1.090
29 H 5.079 2.714 5.738  O25 0.960
30 C -0.705 -4.190 -4.443  O31 1.422, H32 1.090, H33 1.090, H34 1.090
31 O 0.204 -3.202 -3.976  C30 1.422, H35 0.960
32 H -0.522 -5.249 -4.258  C30 1.090
33 H -1.696 -3.894 -4.099  C30 1.090
34 H -0.700 -4.099 -5.529  C30 1.090
35 H 0.978 -3.116 -4.537  O31 0.960
36 C 2.698 -6.153 0.219  O37 1.364, H38 1.090, H39 1.090, H40 1.090
37 O 2.434 -4.815 0.219  C36 1.364, H41 0.960
38 H 1.728 -6.592 0.451  C36 1.090
39 H 3.070 -6.497 -0.746  C36 1.090
40 H 3.400 -6.306 1.039  C36 1.090
41 H 1.885 -4.638 -0.549  O37 0.960
42 C 0.376 7.075 -3.619  O43 1.407, H44 1.090, H45 1.090, H46 1.090
43 O -0.931 7.558 -3.422  C42 1.407, H47 0.960
44 H 0.921 7.808 -4.214  C42 1.090
45 H 0.878 6.806 -2.689  C42 1.090
46 H 0.248 6.126 -4.139  C42 1.090
47 H -1.543 6.824 -3.333  O43 0.960
48 C 3.371 -3.646 7.670  O49 1.373, H50 1.090, H51 1.090, H52 1.090
49 O 4.331 -3.607 6.688  C48 1.373, H53 0.960
50 H 3.565 -4.428 8.404  C48 1.090
51 H 3.224 -2.702 8.194  C48 1.090
52 H 2.407 -3.884 7.220  C48 1.090
53 H 4.269 -2.728 6.306  O49 0.960
54 C -10.851 -0.474 3.865  O55 1.374, H56 1.090, H57 1.090, H58 1.090
55 O -11.003 -1.778 3.459  C54 1.374, H59 0.960
56 H -11.528 0.051 3.192  C54 1.090
57 H -11.147 -0.333 4.905  C54 1.090
58 H -9.767 -0.365 3.834  C54 1.090
59 H -10.339 -1.915 2.780  O55 0.960
60 C -10.458 -1.277 -2.447  O61 1.465, H62 1.090, H63 1.090, H64 1.090
61 O -10.149 -2.637 -1.999  C60 1.465, H65 0.960
62 H -10.273 -1.216 -3.519  C60 1.090
63 H -11.534 -1.214 -2.285  C60 1.090
64 H -9.990 -0.471 -1.880  C60 1.090
65 H -10.733 -3.202 -2.511  O61 0.960

- Energy relative to the best compared isomer or geometry (same formula, charge and spin): 0.2118 eV
- HOMO level: -9.68 eV
- Kohn-Sham gap: 9.77 eV
- SMILES: O=C1OC[C@@H](F)O1.C1CCOC1.CO.CO.CO.CO.CO.CO.CO